{
  "formula": "C35H30ClFIO20S",
  "method": "ωB97M-V/def2-TZVPD",
  "symbols": ["C", "C", "C", "I", "S", "Cl", "C", "C", "F", "H", "H", "H", "H", "H", "H", "H", "H", "H", "H", "C", "C", "C", "O", "C", "C", "C", "O", "O", "O", "H", "H", "H", "H", "C", "C", "C", "O", "C", "C", "C", "O", "O", "O", "H", "H", "H", "H", "C", "C", "C", "O", "C", "C", "C", "O", "O", "O", "H", "H", "H", "H", "C", "C", "C", "O", "C", "C", "C", "O", "O", "O", "H", "H", "H", "H", "C", "C", "C", "O", "C", "C", "C", "O", "O", "O", "H", "H", "H", "H"],
  "positions_angstrom": [[4.18, 0.35, 2.45], [4.17, 1.18, 3.79], [4.86, 0.45, 5.01], [4.10, 1.51, 6.79], [6.72, 0.58, 5.00], [7.28, 0.61, 7.00], [7.22, 2.26, 4.42], [7.85, 2.26, 2.98], [8.67, 1.17, 2.73], [3.52, -0.54, 2.49], [3.74, 1.02, 1.67], [5.23, 0.14, 2.14], [4.57, 2.20, 3.58], [3.10, 1.31, 4.08], [4.52, -0.60, 5.13], [6.33, 2.93, 4.40], [7.92, 2.69, 5.17], [7.04, 2.29, 2.22], [8.47, 3.18, 2.89], [2.99, -0.86, -1.37], [2.73, -1.76, -2.32], [1.33, -2.08, -2.74], [1.15, -2.90, -3.63], [0.24, -1.39, -2.06], [0.50, -0.49, -1.11], [1.89, -0.15, -0.71], [2.08, 0.69, 0.15], [-0.50, 0.16, -0.47], [3.72, -2.43, -2.95], [3.99, -0.62, -1.06], [-0.76, -1.63, -2.36], [-0.06, 0.75, 0.16], [3.28, -3.02, -3.58], [-1.41, -1.14, -5.36], [-2.37, -1.45, -6.22], [-2.71, -0.57, -7.38], [-3.59, -0.91, -8.15], [-1.96, 0.68, -7.53], [-0.99, 0.99, -6.67], [-0.64, 0.10, -5.53], [0.26, 0.42, -4.77], [-0.29, 2.14, -6.78], [-3.09, -2.58, -6.09], [-1.15, -1.77, -4.52], [-2.22, 1.32, -8.36], [0.34, 2.13, -6.04], [-3.72, -2.58, -6.83], [-1.36, 4.35, -1.35], [-1.59, 3.45, -2.30], [-2.97, 3.12, -2.74], [-3.13, 2.30, -3.64], [-4.09, 3.78, -2.07], [-3.86, 4.68, -1.11], [-2.47, 5.04, -0.69], [-2.31, 5.87, 0.18], [-4.87, 5.30, -0.47], [-0.58, 2.81, -2.92], [-0.36, 4.61, -1.02], [-5.09, 3.51, -2.39], [-4.44, 5.90, 0.17], [-1.02, 2.22, -3.57], [0.00, 0.85, 5.90], [-0.84, 0.95, 6.93], [-2.23, 0.41, 6.86], [-2.95, 0.51, 7.83], [-2.65, -0.22, 5.61], [-1.81, -0.32, 4.58], [-0.41, 0.20, 4.66], [0.33, 0.08, 3.70], [-2.18, -0.89, 3.42], [-0.48, 1.55, 8.08], [1.01, 1.24, 5.94], [-3.66, -0.60, 5.56], [-1.40, -0.84, 2.84], [-1.26, 1.49, 8.66], [-4.69, -4.26, -0.28], [-3.62, -3.52, -0.57], [-2.56, -4.03, -1.50], [-1.60, -3.31, -1.75], [-2.71, -5.37, -2.05], [-3.79, -6.11, -1.75], [-4.86, -5.59, -0.85], [-5.83, -6.29, -0.62], [-3.95, -7.34, -2.25], [-3.44, -2.29, -0.05], [-5.46, -3.90, 0.39], [-1.93, -5.73, -2.71], [-4.80, -7.66, -1.89], [-2.59, -1.97, -0.42]],
  "fmax_ev_per_a": 2.1,
  "total_charge": 1,
  "total_energy_ha": -4112.1118,
  "homo_energy_ev": -10.99
}


{
  "formula": "C35H30N4O3PtS",
  "method": "ωB97M-V/def2-TZVPD",
  "symbols": ["Pt", "S", "C", "C", "C", "C", "C", "C", "N", "C", "C", "C", "C", "C", "C", "C", "H", "H", "H", "H", "H", "H", "H", "H", "C", "O", "C", "C", "C", "C", "C", "C", "N", "C", "N", "C", "C", "C", "C", "C", "C", "O", "C", "N", "C", "C", "C", "C", "C", "C", "O", "C", "H", "H", "H", "H", "H", "H", "H", "H", "H", "H", "H", "H", "H", "H", "H", "H", "H", "H", "H", "H", "H", "H"],
  "positions_angstrom": [[0.12, -0.10, 0.10], [4.25, -0.22, 1.83], [4.52, -0.43, 0.13], [5.73, -0.38, -0.55], [5.71, -0.57, -1.92], [4.51, -0.82, -2.58], [3.31, -0.88, -1.90], [3.30, -0.64, -0.53], [2.20, -0.59, 0.29], [2.53, -0.39, 1.56], [1.53, -0.27, 2.56], [1.79, -0.18, 3.94], [0.75, -0.06, 4.83], [-0.56, -0.07, 4.39], [-0.85, -0.18, 3.03], [0.19, -0.26, 2.11], [6.65, -0.19, -0.02], [6.64, -0.52, -2.48], [4.52, -0.98, -3.65], [2.39, -1.10, -2.42], [2.82, -0.21, 4.27], [0.97, 0.04, 5.89], [-1.38, 0.02, 5.09], [-1.88, -0.19, 2.70], [-0.12, 6.53, 1.54], [-1.13, 7.20, 0.80], [-1.84, 6.61, -0.21], [-2.73, 7.49, -0.82], [-3.55, 7.09, -1.86], [-3.47, 5.79, -2.33], [-2.59, 4.91, -1.74], [-1.77, 5.28, -0.66], [-0.87, 4.34, -0.10], [-1.00, 2.97, -0.09], [-2.25, 2.47, 0.06], [-2.74, 1.14, 0.07], [-1.89, 0.01, 0.07], [-2.47, -1.26, 0.05], [-3.84, -1.45, 0.05], [-4.66, -0.34, 0.09], [-4.13, 0.95, 0.10], [-5.15, 1.88, 0.12], [-5.00, 3.28, 0.27], [0.04, 2.22, -0.20], [1.34, 2.72, -0.14], [1.79, 3.24, 1.09], [3.09, 3.67, 1.27], [3.98, 3.60, 0.21], [3.56, 3.11, -1.01], [2.25, 2.67, -1.22], [2.03, 2.28, -2.52], [0.86, 1.65, -3.00], [0.18, 7.24, 2.31], [0.75, 6.30, 0.93], [-0.49, 5.63, 2.03], [-2.75, 8.50, -0.45], [-4.22, 7.80, -2.32], [-4.08, 5.46, -3.16], [-2.49, 3.91, -2.13], [0.09, 4.64, -0.06], [-2.94, 3.19, 0.17], [-1.82, -2.13, 0.07], [-4.27, -2.44, 0.05], [-5.74, -0.43, 0.12], [-6.02, 3.66, 0.33], [-4.53, 3.74, -0.59], [-4.49, 3.55, 1.20], [1.09, 3.23, 1.91], [3.41, 4.04, 2.24], [5.00, 3.93, 0.33], [4.24, 3.04, -1.86], [1.07, 1.42, -4.05], [-0.02, 2.29, -2.94], [0.64, 0.70, -2.49]],
  "fmax_ev_per_a": 1.7,
  "total_energy_ha": -2313.9231,
  "homo_energy_ev": -6.46,
  "e_above_lowest_kj_mol": 240.0
}


{
  "formula": "C35H31As2N2OZr",
  "method": "ωB97M-V/def2-TZVPD",
  "symbols": ["Zr", "O", "C", "C", "C", "C", "C", "C", "C", "N", "C", "C", "N", "H", "H", "H", "H", "H", "H", "H", "C", "C", "As", "C", "C", "C", "C", "C", "C", "C", "C", "C", "C", "C", "C", "As", "C", "C", "C", "C", "C", "C", "C", "C", "C", "C", "C", "C", "H", "H", "H", "H", "H", "H", "H", "H", "H", "H", "H", "H", "H", "H", "H", "H", "H", "H", "H", "H", "H", "H", "H", "H"],
  "positions_angstrom": [[-1.06, 1.00, 1.84], [0.38, 0.20, 0.97], [1.67, 0.09, 1.48], [2.74, 0.31, 0.65], [4.03, 0.22, 1.16], [4.23, -0.08, 2.50], [3.15, -0.32, 3.32], [1.84, -0.25, 2.82], [0.70, -0.56, 3.70], [-0.59, -0.20, 3.54], [-1.31, -0.71, 4.64], [-0.45, -1.36, 5.44], [0.80, -1.25, 4.84], [2.56, 0.53, -0.40], [4.87, 0.39, 0.50], [5.23, -0.14, 2.90], [3.32, -0.54, 4.37], [-2.37, -0.57, 4.75], [-0.60, -1.90, 6.36], [1.64, -1.68, 5.19], [-2.13, 3.41, -0.93], [-2.65, 2.11, -1.53], [-2.66, 0.62, -0.27], [-4.35, 0.74, 0.65], [-5.57, 0.75, -0.03], [-6.74, 0.79, 0.70], [-6.72, 0.83, 2.09], [-5.51, 0.80, 2.78], [-4.34, 0.76, 2.04], [-2.74, -1.02, -1.25], [-2.49, -2.21, -0.58], [-2.66, -3.41, -1.25], [-3.09, -3.41, -2.57], [-3.34, -2.21, -3.23], [-3.16, -1.00, -2.57], [-0.29, 3.19, -0.28], [-0.52, 3.30, 1.71], [-1.75, 3.36, 2.41], [-1.79, 3.15, 3.79], [-0.62, 2.89, 4.50], [0.60, 2.86, 3.84], [0.65, 3.04, 2.45], [0.45, 4.95, -0.50], [1.58, 5.08, -1.29], [2.11, 6.34, -1.51], [1.51, 7.45, -0.93], [0.38, 7.31, -0.14], [-0.16, 6.06, 0.09], [-2.80, 3.80, -0.17], [-2.06, 4.18, -1.70], [-2.03, 1.79, -2.37], [-3.67, 2.21, -1.88], [-5.60, 0.69, -1.11], [-7.69, 0.80, 0.18], [-7.65, 0.86, 2.65], [-5.50, 0.81, 3.86], [-3.40, 0.73, 2.58], [-2.15, -2.21, 0.45], [-2.47, -4.35, -0.74], [-3.23, -4.35, -3.09], [-3.66, -2.22, -4.26], [-3.35, -0.08, -3.10], [-2.66, 3.64, 1.89], [-2.74, 3.24, 4.31], [-0.67, 2.73, 5.57], [1.51, 2.71, 4.39], [1.60, 3.04, 1.94], [2.04, 4.21, -1.75], [2.99, 6.46, -2.13], [1.92, 8.44, -1.11], [-0.09, 8.18, 0.31], [-1.05, 5.95, 0.71]],
  "fmax_ev_per_a": 1.2,
  "total_charge": 3,
  "total_energy_ha": -6054.7814,
  "homo_energy_ev": -16.48,
  "e_above_lowest_kj_mol": 81.7
}


{
  "formula": "C35H31AsN4O7P2SSe2V",
  "method": "ωB97M-V/def2-TZVPD",
  "symbols": ["V", "O", "As", "O", "O", "C", "C", "C", "C", "C", "C", "S", "O", "O", "O", "H", "H", "H", "H", "H", "Se", "P", "C", "C", "C", "C", "C", "C", "C", "C", "C", "C", "C", "C", "C", "C", "N", "N", "N", "P", "Se", "C", "C", "C", "C", "C", "C", "C", "C", "C", "C", "C", "C", "H", "H", "H", "H", "H", "H", "H", "H", "H", "H", "H", "H", "H", "H", "H", "H", "H", "H", "H", "H", "N", "C", "O", "C", "C", "H", "H", "H", "H", "H", "H"],
  "positions_angstrom": [[1.10, 2.25, -1.58], [4.79, 2.11, 0.39], [3.79, 3.30, -0.38], [4.59, 4.29, -1.36], [2.78, 2.15, -1.36], [2.74, 3.86, 1.14], [3.35, 3.69, 2.37], [2.70, 4.08, 3.53], [1.44, 4.66, 3.48], [0.82, 4.83, 2.26], [1.46, 4.43, 1.10], [0.58, 4.60, -0.41], [-0.24, 5.75, -0.41], [1.62, 4.42, -1.44], [-0.20, 3.30, -0.62], [5.64, 2.04, -0.07], [4.33, 3.24, 2.43], [3.19, 3.94, 4.49], [0.95, 4.97, 4.39], [-0.17, 5.29, 2.19], [1.41, -3.59, 1.68], [-0.17, -2.27, 2.07], [-1.78, -2.87, 1.51], [-2.78, -2.01, 1.06], [-3.99, -2.51, 0.60], [-4.22, -3.87, 0.61], [-3.24, -4.74, 1.09], [-2.02, -4.24, 1.52], [-0.39, -1.78, 3.79], [-1.42, -0.92, 4.15], [-1.60, -0.57, 5.48], [-0.74, -1.07, 6.45], [0.30, -1.92, 6.09], [0.47, -2.28, 4.76], [0.07, -0.70, 1.20], [0.02, -0.36, -0.14], [0.58, 0.86, -0.23], [0.94, 1.27, 0.98], [0.64, 0.35, 1.85], [-0.41, -1.05, -1.71], [0.79, 0.23, -3.07], [-2.15, -0.77, -2.04], [-2.82, -1.55, -2.98], [-4.14, -1.26, -3.29], [-4.78, -0.20, -2.67], [-4.11, 0.59, -1.75], [-2.79, 0.31, -1.43], [0.01, -2.77, -1.87], [-0.95, -3.75, -1.62], [-0.59, -5.08, -1.65], [0.72, -5.43, -1.95], [1.68, -4.46, -2.20], [1.33, -3.12, -2.17], [-2.61, -0.94, 1.05], [-4.75, -1.83, 0.23], [-5.16, -4.27, 0.26], [-3.42, -5.81, 1.11], [-1.24, -4.91, 1.86], [-2.10, -0.53, 3.40], [-2.41, 0.10, 5.76], [-0.88, -0.80, 7.49], [0.96, -2.31, 6.85], [1.28, -2.94, 4.47], [-2.32, -2.37, -3.47], [-4.66, -1.87, -4.02], [-5.81, 0.02, -2.92], [-4.61, 1.42, -1.27], [-2.27, 0.92, -0.71], [-1.97, -3.47, -1.38], [-1.33, -5.84, -1.45], [1.00, -6.48, -1.97], [2.70, -4.74, -2.43], [2.07, -2.36, -2.36], [4.47, 2.82, -4.10], [3.19, 2.47, -4.35], [2.86, 1.39, -4.80], [2.16, 3.55, -4.08], [0.85, 2.97, -3.58], [5.18, 2.13, -4.27], [4.69, 3.61, -3.51], [1.93, 4.01, -5.06], [2.55, 4.34, -3.44], [0.40, 2.30, -4.30], [0.13, 3.73, -3.27]],
  "fmax_ev_per_a": 0.6,
  "total_charge": 1,
  "total_energy_ha": -11161.4380,
  "homo_energy_ev": -10.33,
  "e_above_lowest_kj_mol": 0.0
}


{
  "formula": "C35H31Br6KO3P",
  "method": "ωB97M-V/def2-TZVPD",
  "symbols": ["K", "C", "C", "C", "C", "C", "C", "C", "C", "C", "C", "H", "H", "H", "H", "H", "H", "H", "H", "H", "H", "H", "H", "H", "H", "Br", "C", "C", "Br", "C", "Br", "C", "O", "C", "O", "C", "Br", "Br", "C", "Br", "H", "H", "O", "P", "C", "C", "C", "C", "C", "C", "C", "C", "C", "C", "C", "C", "C", "C", "C", "C", "C", "C", "H", "H", "H", "H", "H", "H", "H", "H", "H", "H", "H", "H", "H", "H", "H"],
  "positions_angstrom": [[0.28, -0.63, 0.14], [1.91, -1.23, 3.76], [3.24, -1.28, 3.01], [4.37, -0.71, 3.86], [3.16, -0.56, 1.67], [2.81, 0.78, 1.59], [2.74, 1.43, 0.36], [3.03, 0.77, -0.82], [2.91, 1.45, -2.16], [3.38, -0.58, -0.74], [3.44, -1.23, 0.48], [2.00, -1.76, 4.72], [1.11, -1.71, 3.18], [1.62, -0.20, 3.98], [3.47, -2.33, 2.79], [4.17, 0.33, 4.13], [5.32, -0.75, 3.33], [4.47, -1.28, 4.80], [2.57, 1.34, 2.49], [2.44, 2.47, 0.33], [3.83, 1.33, -2.74], [2.71, 2.51, -2.04], [2.09, 0.99, -2.71], [3.56, -1.13, -1.66], [3.69, -2.29, 0.52], [-3.87, 2.58, -5.13], [-2.48, 1.59, -4.30], [-1.75, 0.67, -5.01], [-2.10, 0.36, -6.85], [-0.74, -0.06, -4.35], [0.30, -1.36, -5.28], [-0.43, 0.09, -2.99], [0.45, -0.62, -2.39], [-1.17, 1.12, -2.25], [-0.89, 1.33, -1.01], [-2.18, 1.80, -2.94], [-3.16, 3.07, -1.91], [-1.41, 1.20, 2.84], [-2.58, 1.43, 1.30], [-3.31, -0.25, 0.71], [-1.98, 1.79, 0.45], [-3.39, 2.08, 1.60], [0.13, -3.06, 1.41], [-1.02, -3.98, 1.20], [-0.49, -5.70, 0.99], [-1.17, -6.59, 0.17], [-0.73, -7.90, 0.06], [0.39, -8.32, 0.76], [1.09, -7.43, 1.57], [0.65, -6.12, 1.68], [-2.14, -3.99, 2.62], [-2.29, -2.79, 3.31], [-3.16, -2.70, 4.38], [-3.88, -3.82, 4.78], [-3.73, -5.02, 4.10], [-2.87, -5.11, 3.02], [-2.01, -3.56, -0.24], [-1.31, -3.19, -1.39], [-2.00, -2.73, -2.50], [-3.38, -2.65, -2.47], [-4.08, -3.04, -1.34], [-3.40, -3.49, -0.22], [-2.04, -6.26, -0.39], [-1.26, -8.60, -0.58], [0.74, -9.34, 0.67], [1.97, -7.75, 2.10], [1.19, -5.40, 2.29], [-1.72, -1.92, 3.00], [-3.27, -1.76, 4.91], [-4.56, -3.75, 5.62], [-4.29, -5.89, 4.41], [-2.75, -6.05, 2.49], [-0.23, -3.24, -1.42], [-1.44, -2.41, -3.37], [-3.91, -2.26, -3.33], [-5.16, -2.97, -1.31], [-3.95, -3.76, 0.68]],
  "fmax_ev_per_a": 0.2,
  "total_charge": -1,
  "total_energy_ha": -17963.6293,
  "homo_energy_ev": -3.16,
  "e_above_lowest_kj_mol": 0.0
}


{
  "formula": "C35H31ErN6OS3",
  "method": "ωB97M-V/def2-TZVPD",
  "symbols": ["Er", "N", "C", "S", "N", "N", "C", "C", "C", "C", "C", "C", "C", "O", "H", "H", "H", "H", "H", "H", "H", "C", "C", "C", "C", "C", "C", "C", "C", "S", "C", "N", "C", "C", "C", "C", "C", "C", "C", "C", "H", "H", "H", "H", "H", "H", "H", "H", "H", "H", "H", "H", "H", "H", "H", "H", "S", "C", "C", "C", "N", "C", "C", "C", "C", "C", "N", "C", "C", "H", "H", "H", "H", "H", "H", "H", "H"],
  "positions_angstrom": [[0.87, -0.59, -0.96], [-0.44, 3.48, -3.25], [-0.24, 2.29, -2.68], [1.33, 1.60, -2.68], [-1.35, 1.71, -2.16], [-1.04, 0.63, -1.50], [-2.10, -0.30, -1.11], [-2.38, -0.19, 0.39], [-3.65, 0.01, 0.90], [-3.91, 0.06, 2.26], [-2.86, -0.11, 3.15], [-1.57, -0.29, 2.69], [-1.29, -0.30, 1.31], [-0.04, -0.40, 0.91], [0.30, 3.92, -3.77], [-1.38, 3.85, -3.31], [-2.98, -0.23, -3.04], [-4.49, 0.16, 0.23], [-4.91, 0.23, 2.62], [-3.04, -0.10, 4.22], [-0.73, -0.39, 3.36], [3.82, 5.57, 1.78], [3.53, 4.87, 0.45], [2.03, 4.92, 0.19], [4.25, 5.62, -0.69], [4.06, 3.44, 0.49], [5.40, 3.21, 0.84], [5.95, 1.94, 0.86], [5.15, 0.87, 0.51], [5.51, -0.82, 0.43], [3.88, -1.15, -0.05], [3.13, -0.09, -0.18], [3.81, 1.07, 0.15], [3.27, 2.36, 0.15], [3.40, -2.51, -0.35], [4.19, -3.60, 0.05], [3.78, -4.88, -0.25], [2.60, -5.07, -0.96], [1.83, -3.98, -1.33], [2.18, -2.65, -1.04], [3.39, 6.57, 1.78], [4.88, 5.67, 1.97], [3.37, 5.02, 2.61], [1.69, 5.95, 0.20], [1.47, 4.37, 0.95], [1.77, 4.50, -0.79], [3.91, 6.66, -0.72], [4.03, 5.15, -1.65], [5.33, 5.62, -0.54], [6.03, 4.04, 1.10], [6.99, 1.80, 1.14], [2.23, 2.48, -0.14], [5.10, -3.45, 0.61], [4.38, -5.73, 0.06], [2.29, -6.08, -1.21], [0.91, -4.19, -1.88], [-5.92, -3.29, -1.43], [-4.39, -2.39, -1.63], [-3.20, -3.14, -1.66], [-1.86, -2.70, -1.61], [-1.34, -1.54, -1.37], [-3.33, -0.12, -2.01], [-4.47, -1.04, -1.77], [-5.72, -3.74, 0.29], [-5.96, -2.82, 1.29], [-5.77, -3.21, 2.61], [-5.39, -4.43, 2.97], [-5.17, -5.31, 2.00], [-5.32, -5.02, 0.65], [-3.31, -4.22, -1.71], [-1.13, -3.50, -1.77], [-3.66, 0.92, -1.92], [-5.46, -0.60, -1.74], [-6.28, -1.81, 1.06], [-5.94, -2.50, 3.41], [-4.86, -6.30, 2.31], [-5.14, -5.78, -0.10]],
  "fmax_ev_per_a": 3.3,
  "total_energy_ha": -3965.7726,
  "homo_energy_ev": [-6.78, -6.77],
  "e_above_lowest_kj_mol": 264.2,
  "spin_multiplicity": 4
}


Question: Which formula does entry 4 have?
Answer: C35H31AsN4O7P2SSe2V